Entry 1:
Formula: C24H32LaN10O4PSSe
Source: OMol25
Level of theory: ωB97M-V/def2-TZVPD

```
! RIJCOSX wB97M-V def2-TZVPD def2/J DEFGRID3
* xyz 1 2
La 0.257 -0.017 -1.054
N 1.696 0.427 -3.429
C 2.705 1.493 -3.240
C 2.223 2.589 -2.299
O 2.842 3.649 -2.282
N 1.157 2.257 -1.547
C 0.690 3.344 -0.697
C -0.293 2.831 0.339
O -0.597 3.466 1.338
O -0.827 1.669 0.047
H 0.974 0.805 -4.037
H 2.111 -0.347 -3.937
H 3.608 1.044 -2.822
H 2.995 1.970 -4.177
H 1.498 3.897 -0.214
H 0.138 4.090 -1.283
C 1.985 -0.215 3.528
C 2.167 0.068 2.066
O 1.245 -0.116 1.264
N 3.364 0.516 1.664
C 3.659 0.812 0.266
C 3.909 -0.442 -0.540
C 5.198 -0.905 -0.760
C 5.388 -2.085 -1.459
C 4.279 -2.777 -1.916
C 3.028 -2.243 -1.667
N 2.834 -1.099 -1.004
H 0.950 -0.494 3.702
H 2.240 0.660 4.126
H 2.632 -1.039 3.832
H 4.093 0.607 2.352
H 4.531 1.461 0.239
H 2.822 1.371 -0.158
H 6.041 -0.339 -0.387
H 6.386 -2.460 -1.642
H 4.372 -3.709 -2.457
H 2.136 -2.753 -2.017
S -1.277 -2.746 1.363
C -0.836 -2.262 -0.155
Se -0.946 -5.074 -0.657
N -0.695 -5.503 -2.381
C -0.531 -4.370 -3.112
C -0.378 -4.333 -4.501
C -0.245 -3.101 -5.118
C -0.242 -1.945 -4.351
N -0.363 -1.939 -3.013
C -0.522 -3.125 -2.432
N -0.711 -3.273 -1.067
H -0.383 -5.258 -5.061
H -0.148 -3.024 -6.192
H -0.147 -0.979 -4.829
C -5.362 1.694 2.828
N -4.184 2.551 2.362
C -3.101 2.545 3.456
N -2.746 1.217 3.798
C -3.916 0.443 4.203
N -4.942 0.381 3.160
C -4.479 -0.385 1.979
P -2.962 0.317 1.164
C -3.627 2.046 1.059
C -1.989 0.556 2.725
H -6.087 1.691 2.015
H -5.777 2.204 3.699
H -4.499 3.513 2.237
H -3.541 3.071 4.305
H -2.253 3.091 3.042
H -4.352 0.903 5.092
H -3.602 -0.569 4.449
H -5.294 -0.439 1.253
H -4.266 -1.408 2.294
H -4.433 2.092 0.324
H -2.825 2.723 0.770
H -1.103 1.145 2.493
H -1.674 -0.432 3.060
*
```

Its LUMO energy (alpha / beta) is -2.46 / -3.48 eV. For the gap between HOMO and LUMO (alpha / beta), the calculation gives 6.883 / 6.305 eV.

Results of the Löwdin charge analysis, in e, for atoms 1 through 4: number 1, La, carries 1.999; number 2, N, carries -0.071; number 3, C, carries -0.163; number 4, C, carries -0.606

=====

Entry 2:
Formula: C24H32N2S6V
Source: OMol25
Level of theory: ωB97M-V/def2-TZVPD

```
! RIJCOSX wB97M-V def2-TZVPD def2/J DEFGRID3
* xyz 0 2
V -0.104 -0.456 -0.387
C -0.526 1.683 2.849
C 0.314 2.866 2.384
S 0.069 3.406 0.666
C -1.661 3.979 0.725
C -2.554 3.227 -0.260
S -2.197 1.458 -0.142
C -3.808 0.660 -0.353
C -3.578 -0.843 -0.521
S -2.152 -1.519 0.376
C -2.489 -0.968 2.080
C -1.180 -0.998 2.853
S 0.110 0.109 2.204
H -1.567 1.813 2.553
H -0.477 1.619 3.938
H 1.378 2.637 2.459
H 0.125 3.721 3.035
H -1.690 5.047 0.508
H -2.021 3.838 1.744
H -2.385 3.565 -1.284
H -3.606 3.394 -0.022
H -4.314 1.048 -1.237
H -4.433 0.866 0.518
H -3.329 -1.078 -1.557
H -4.480 -1.395 -0.253
H -3.207 -1.646 2.544
H -2.910 0.037 2.073
H -0.736 -1.995 2.813
H -1.352 -0.756 3.904
S -0.120 -2.508 -1.936
C -0.422 -1.208 -2.961
N -0.419 0.005 -2.433
C -0.669 0.990 -3.366
C -0.633 2.365 -3.140
C -0.907 3.227 -4.187
C -1.205 2.737 -5.459
C -1.205 1.373 -5.705
C -0.931 0.507 -4.657
S -0.795 -1.233 -4.673
H -0.360 2.731 -2.158
H -0.874 4.297 -4.024
H -1.416 3.426 -6.266
H -1.406 0.993 -6.699
C 2.578 -3.051 3.038
N 3.010 -3.794 1.871
C 2.719 -5.204 2.027
C 2.387 -3.265 0.662
C 2.847 -1.868 0.316
C 4.209 -1.567 0.326
C 4.662 -0.307 -0.036
C 3.749 0.672 -0.412
C 2.396 0.363 -0.390
C 1.913 -0.898 -0.034
H 3.108 -3.404 3.924
H 1.492 -3.166 3.219
H 2.788 -1.990 2.903
H 3.211 -5.588 2.921
H 3.089 -5.756 1.164
H 1.636 -5.401 2.122
H 1.285 -3.255 0.756
H 2.624 -3.945 -0.161
H 4.915 -2.331 0.631
H 5.723 -0.089 -0.025
H 4.088 1.660 -0.703
H 1.693 1.167 -0.663
*
```

Its LUMO energy (alpha / beta) is -0.02 / -0.02 eV. For the gap between HOMO and LUMO (alpha / beta), the calculation gives 6.548 / 5.654 eV.

Results of the Löwdin charge analysis, in e, for atoms 1 through 4: number 1, V, carries 0.203; number 2, C, carries -0.514; number 3, C, carries -0.525; number 4, S, carries 0.851

=====

Entry 3:
Formula: C24H32N3O2
Source: OMol25
Level of theory: ωB97M-V/def2-TZVPD

```
! RIJCOSX wB97M-V def2-TZVPD def2/J DEFGRID3
* xyz 1 1
C -1.873 4.522 -3.156
O -1.693 4.146 -1.787
C -0.451 3.639 -1.481
C -0.208 3.442 -0.078
C 0.901 2.722 0.299
C 1.713 2.082 -0.672
C 2.682 1.012 -0.238
O 3.901 1.351 -0.930
C 5.181 0.957 -0.380
C 1.625 2.534 -2.001
C 0.517 3.254 -2.424
H -2.838 5.045 -3.116
H -1.069 5.191 -3.511
H -1.936 3.649 -3.831
H -0.972 3.799 0.628
H 1.158 2.625 1.367
H 2.975 1.145 0.796
H 5.811 0.749 -1.261
H 5.653 1.756 0.223
H 5.123 0.052 0.251
H 2.407 2.306 -2.726
H 0.354 3.441 -3.476
C 2.509 -2.831 2.509
C 1.938 -1.413 2.527
C 1.493 -0.994 3.908
N 0.747 -1.275 1.669
N -0.414 -1.582 2.197
N -1.260 -1.562 1.160
C -2.716 -1.773 1.483
C -3.127 -0.672 2.447
C -2.837 -3.126 2.155
C -0.601 -1.262 -0.012
C -1.340 -1.276 -1.290
C -1.676 -2.484 -1.978
C -2.455 -2.418 -3.149
C -2.943 -1.191 -3.616
C -2.637 -0.009 -2.935
C -1.853 -0.048 -1.763
C 0.718 -0.924 0.365
C 1.961 -0.438 -0.352
H 3.405 -2.881 3.138
H 1.780 -3.533 2.924
H 2.804 -3.151 1.506
H 2.651 -0.728 2.051
H 2.322 -1.104 4.603
H 1.149 0.051 3.881
H 0.650 -1.626 4.222
H -3.273 -1.732 0.543
H -4.149 -0.806 2.813
H -2.458 -0.680 3.310
H -3.057 0.309 1.979
H -3.854 -3.307 2.514
H -2.568 -3.931 1.474
H -2.164 -3.169 3.012
H -1.305 -3.437 -1.567
H -2.685 -3.339 -3.671
H -3.545 -1.151 -4.540
H -3.000 0.959 -3.257
H -1.627 0.847 -1.168
H 1.695 -0.591 -1.415
H 2.763 -1.136 -0.170
*
```

Its LUMO energy is -2.79 eV. For the gap between HOMO and LUMO, the calculation gives 7.862 eV. Its SMILES is COc1ccc([C@@H](Cc2c(-c3ccccc3)[n+](C(C)C)nn2C(C)C)OC)cc1.

Results of the Löwdin charge analysis, in e, for atoms 1 through 4: number 1, C, carries -0.079; number 2, O, carries -0.102; number 3, C, carries -0.270; number 4, C, carries -0.006

=====

In kcal/mol, the ΔE to the lowest compared entry with this formula, charge and spin values for the records above are, in order, 0.00; 13.87; 60.59.